246
Properties=species:S:1:pos:R:3 method="wB97M-V/def2-TZVPD" e_homo_ha=-0.2883 total_charge=0 smiles="CCOP(=O)(OCC)OCC.CCN(CC)CC.CCN(CC)CC.CCN(CC)CC.CCN(CC)CC.CCN(CC)CC.CCN(CC)CC.CCN(CC)CC.CCN(CC)CC.CCN(CC)CC.CCN(CC)CC" homo_lumo_gap_ev=8.5 e_tot_ha=-3803.340088
C 2.664 1.400 -1.365
C 2.164 2.582 -0.565
N 3.013 3.767 -0.470
C 2.150 4.869 -0.201
C 1.403 4.877 1.169
C 4.113 3.554 0.557
C 4.921 4.807 0.836
H 3.351 1.719 -2.187
H 1.811 0.766 -1.595
H 3.218 0.687 -0.767
H 1.224 2.945 -0.992
H 1.886 2.237 0.444
H 2.727 5.823 -0.242
H 1.485 5.017 -1.062
H 0.975 5.869 1.180
H 0.653 4.104 1.393
H 2.172 4.875 1.961
H 4.790 2.760 0.224
H 3.669 3.230 1.543
H 4.479 5.398 1.659
H 5.152 5.473 0.019
H 5.894 4.452 1.278
C 1.079 2.776 -5.913
C 0.760 4.310 -6.092
N -0.287 4.753 -5.211
C 0.211 4.967 -3.839
C -0.881 5.168 -2.799
C -1.113 5.866 -5.662
C -2.028 5.458 -6.791
H 0.287 2.192 -6.415
H 1.089 2.533 -4.859
H 1.966 2.486 -6.441
H 1.680 4.897 -5.873
H 0.514 4.447 -7.155
H 0.890 4.167 -3.482
H 0.843 5.873 -3.834
H -0.477 4.956 -1.816
H -1.249 6.166 -2.822
H -1.767 4.514 -2.917
H -0.469 6.726 -5.898
H -1.680 6.218 -4.764
H -2.420 4.460 -6.635
H -1.535 5.338 -7.739
H -2.850 6.176 -6.907
C -2.548 -7.378 1.502
C -2.510 -5.819 1.605
N -1.235 -5.192 1.279
C -0.145 -5.382 2.182
C -0.245 -4.631 3.521
C -0.761 -5.587 -0.014
C -1.601 -5.125 -1.170
H -3.550 -7.709 1.863
H -1.781 -7.891 2.062
H -2.461 -7.729 0.498
H -3.208 -5.309 0.978
H -2.746 -5.539 2.657
H 0.027 -6.448 2.509
H 0.824 -5.050 1.728
H -0.379 -3.517 3.354
H -1.117 -5.068 4.060
H 0.623 -4.922 4.120
H -0.553 -6.646 0.019
H 0.191 -5.159 -0.165
H -2.580 -5.585 -1.133
H -1.159 -5.487 -2.071
H -1.595 -4.046 -1.148
C -3.051 -1.756 3.214
C -4.403 -2.236 2.603
N -4.625 -1.576 1.304
C -3.686 -2.038 0.306
C -3.810 -1.184 -0.949
C -5.997 -1.543 0.870
C -6.539 -2.936 0.491
H -2.249 -2.334 2.774
H -2.949 -1.800 4.346
H -3.007 -0.698 2.790
H -4.251 -3.349 2.543
H -5.270 -2.047 3.281
H -3.697 -3.142 0.074
H -2.682 -1.900 0.736
H -3.043 -1.300 -1.648
H -3.847 -0.108 -0.745
H -4.761 -1.385 -1.475
H -6.635 -0.988 1.605
H -6.010 -0.929 -0.025
H -6.198 -3.195 -0.503
H -6.283 -3.690 1.225
H -7.589 -2.829 0.382
C 2.566 -7.470 4.495
C 3.922 -7.551 3.801
N 3.879 -7.074 2.416
C 2.850 -7.762 1.584
C 2.969 -7.450 0.079
C 3.830 -5.624 2.300
C 5.034 -4.915 2.967
H 2.152 -6.469 4.256
H 2.747 -7.542 5.599
H 1.920 -8.288 4.101
H 4.644 -6.945 4.277
H 4.300 -8.562 3.825
H 2.894 -8.826 1.769
H 1.769 -7.546 1.861
H 4.033 -7.448 -0.228
H 2.372 -8.129 -0.478
H 2.655 -6.411 -0.140
H 2.855 -5.263 2.695
H 3.853 -5.423 1.231
H 5.169 -5.058 4.083
H 4.956 -3.839 2.889
H 5.987 -5.238 2.524
C -2.200 3.333 2.951
C -2.541 3.784 1.554
N -3.961 4.010 1.316
C -4.749 2.746 1.416
C -5.208 2.416 2.835
C -4.144 4.755 0.076
C -4.139 6.237 0.356
H -2.583 2.329 3.158
H -2.689 3.906 3.666
H -1.140 3.376 3.092
H -2.023 4.752 1.377
H -2.084 3.114 0.805
H -5.734 2.854 0.851
H -4.185 1.952 0.984
H -5.770 1.493 2.760
H -4.500 2.254 3.662
H -5.960 3.199 3.136
H -5.065 4.480 -0.391
H -3.418 4.482 -0.699
H -3.727 6.806 -0.528
H -3.574 6.412 1.216
H -5.109 6.651 0.614
C 2.457 -2.001 1.375
C 1.079 -1.376 1.263
N 1.099 0.016 1.338
C 1.848 0.479 2.535
C 1.205 0.251 3.906
C -0.284 0.533 1.279
C -0.957 0.292 -0.052
H 2.856 -2.035 2.381
H 3.215 -1.523 0.729
H 2.476 -3.055 1.036
H 0.604 -1.713 0.360
H 0.501 -1.839 2.080
H 2.856 0.055 2.326
H 1.959 1.589 2.446
H 0.323 0.816 3.975
H 0.879 -0.757 4.116
H 1.864 0.498 4.645
H -0.287 1.597 1.615
H -0.971 0.077 2.033
H -1.985 0.703 -0.061
H -1.065 -0.779 -0.337
H -0.541 0.780 -0.907
C -0.788 2.570 6.304
C -0.931 4.061 6.662
N 0.238 4.907 6.465
C 1.319 4.539 7.303
C 1.194 5.236 8.639
C 0.507 5.353 5.150
C 0.975 6.786 5.014
H -0.250 2.498 5.318
H -1.760 2.122 6.175
H -0.310 2.012 7.077
H -1.792 4.474 6.085
H -1.187 4.052 7.694
H 2.240 4.878 6.809
H 1.448 3.465 7.525
H 1.281 6.318 8.533
H 2.054 4.998 9.314
H 0.264 5.057 9.207
H 1.272 4.723 4.733
H -0.453 5.287 4.611
H 1.130 7.036 3.929
H 0.317 7.502 5.484
H 1.953 6.860 5.443
C 6.561 0.424 1.419
C 6.458 -0.984 0.904
N 6.689 -1.012 -0.549
C 5.808 -1.964 -1.233
C 5.900 -3.394 -0.604
C 8.118 -1.173 -0.833
C 8.705 -0.723 -2.217
H 6.473 0.376 2.495
H 5.661 1.031 1.155
H 7.479 0.951 1.185
H 7.218 -1.652 1.440
H 5.426 -1.247 1.142
H 4.760 -1.542 -1.265
H 6.251 -2.144 -2.208
H 5.243 -3.499 0.262
H 5.570 -4.057 -1.406
H 6.973 -3.541 -0.322
H 8.424 -2.257 -0.719
H 8.755 -0.620 -0.156
H 9.763 -0.879 -2.174
H 8.517 0.298 -2.561
H 8.377 -1.332 -3.022
C 2.656 -3.708 -2.323
C 2.416 -2.487 -3.110
N 1.879 -2.770 -4.387
C 2.747 -3.611 -5.138
C 2.184 -4.270 -6.364
C 1.513 -1.551 -5.127
C 0.414 -0.733 -4.585
H 3.446 -4.280 -2.695
H 1.772 -4.396 -2.388
H 2.812 -3.459 -1.261
H 1.727 -1.852 -2.563
H 3.431 -2.035 -3.143
H 3.730 -3.018 -5.529
H 2.904 -4.435 -4.440
H 2.787 -5.127 -6.666
H 1.148 -4.668 -6.404
H 2.202 -3.608 -7.245
H 1.226 -1.875 -6.131
H 2.402 -0.851 -5.233
H 0.119 0.001 -5.345
H 0.561 -0.199 -3.663
H -0.450 -1.404 -4.520
C -7.613 2.808 -5.411
C -6.110 3.053 -5.313
O -5.378 1.941 -4.760
P -5.159 1.665 -3.239
O -5.058 2.923 -2.427
O -6.392 0.866 -2.720
C -6.866 -0.339 -3.433
C -8.283 -0.405 -3.038
O -3.907 0.681 -3.258
C -2.598 1.176 -3.207
C -2.268 2.077 -4.441
H -7.792 1.770 -5.711
H -8.156 3.054 -4.392
H -7.969 3.481 -6.130
H -5.634 3.260 -6.308
H -5.972 3.865 -4.604
H -6.689 -0.202 -4.472
H -6.198 -1.112 -2.952
H -8.751 0.544 -3.396
H -8.748 -1.247 -3.618
H -8.399 -0.648 -1.966
H -2.277 1.691 -2.268
H -1.997 0.251 -3.253
H -2.837 2.990 -4.389
H -1.209 2.264 -4.480
H -2.589 1.537 -5.341